--- i ---
Entry from the Open Molecules 2025 dataset: a molecular structure, C5H11N3O (ωB97M-V/def2-TZVPD).

Element x y z (Å)
1 C 1.27341 -0.87548 0.73905
2 C -0.20407 -0.54333 0.79359
3 N 0.48673 2.23818 1.40199
4 O -0.38367 1.36539 0.69408
5 N -0.90352 -1.07091 1.74296
6 H 1.17945 1.65534 1.87403
7 H -0.08582 2.60954 2.15935
8 H -1.87983 -0.77540 1.70869
9 H 1.40877 -1.90842 0.41689
10 H 1.70682 -0.77524 1.73588
11 H 1.80264 -0.21774 0.04635
12 C -0.45507 -1.40907 -1.71578
13 C -0.87668 -0.32691 -0.73349
14 N 0.01657 1.76866 -1.87280
15 C -0.48960 1.01812 -1.04351
16 H 0.41296 2.64046 -1.52150
17 H -1.95332 -0.33745 -0.55368
18 H -0.63921 -2.38277 -1.25499
19 H -1.02086 -1.33529 -2.64735
20 H 0.60429 -1.33767 -1.96977

Values from the calculation:
- E_HOMO: -8.400 eV
- Kohn-Sham gap: 0.3407 Ha
- E_LUMO: 0.870 eV

=====

--- ii ---
Entry from the Open Molecules 2025 dataset: 2 unconnected molecules or ions with the total composition C5H11N3O (ωB97M-V/def2-TZVPD).

Element x y z (Å)
1 C 1.74807 -1.12797 0.01408
2 C 0.83838 -1.88098 -0.97003
3 C 1.25302 -1.27006 1.46238
4 C 1.79716 0.28113 -0.34753
5 N 1.81351 1.39514 -0.63076
6 H 2.77195 -1.51136 -0.06397
7 H 1.24792 -2.32469 1.73813
8 H -0.17389 -1.48555 -0.89927
9 H 1.19808 -1.77993 -1.99400
10 H 0.83470 -2.94089 -0.71531
11 H 0.24223 -0.87213 1.53912
12 H 1.90451 -0.73791 2.15552
13 C -1.82916 1.45930 -0.16943
14 N -0.97983 2.47641 -0.38193
15 N -3.15886 1.55511 -0.04797
16 O -1.50735 0.28456 0.21396
17 H -3.02522 0.41242 0.32846
18 H -3.65235 2.43451 -0.03635
19 H -1.32861 3.36317 -0.69862
20 H 0.00575 2.26972 -0.49646

Values from the calculation:
- SMILES: CC(C)C#N.NC(N)=O
- E_HOMO: -9.495 eV
- Kohn-Sham gap: 0.3831 Ha
- E_LUMO: 0.931 eV

=====

--- iii ---
Entry from the Open Molecules 2025 dataset: C5H11N3O in the gas phase (ωB97M-V/def2-TZVPD).

Element x y z (Å)
1 C -0.83599 0.10746 0.00221
2 N -1.94360 -0.19788 -0.86449
3 C -0.62514 1.74760 0.06184
4 C -0.95387 -0.20374 1.36013
5 C 0.54793 2.23668 0.32046
6 H -2.79121 -0.40793 -0.35174
7 H -1.73134 -0.99494 -1.45399
8 H -1.57665 2.20652 -0.17030
9 H -0.18773 0.08492 2.06006
10 H -1.84129 -0.68993 1.74821
11 H 0.88042 3.25239 0.15043
12 H 1.48423 1.14113 0.19278
13 N 0.37620 -1.87832 -0.93778
14 C 0.57070 -0.45689 -0.78410
15 O 1.93616 -0.78134 1.03563
16 N 1.76015 -0.01515 -0.17099
17 H 2.85300 -0.59767 1.26810
18 H 0.99266 -2.24540 -1.65250
19 H 0.57092 -2.34855 -0.06143
20 H 0.51445 0.04103 -1.75256

Values from the calculation:
- E_HOMO (spin up / spin down): -7.892 / -7.623 eV
- Kohn-Sham gap (spin up / spin down): 0.2901 / 0.2516 Ha
- E_LUMO (spin up / spin down): 0.001 / -0.777 eV

=====

Energy above the most stable structure, in kJ/mol: i 385.4; ii 0.0; iii 601.3